Record 1
2 unconnected molecules or ions with the total composition C4H11N3O at a distorted geometry. Source: OMol25; level of theory: ωB97M-V/def2-TZVPD.

Orbital gap: 7.28 eV
DFT total energy: -10838.986 eV
Relative energy (zero: lowest compared OMol25 entry of this formula, charge and spin): 6.225 eV

```
! RIJCOSX wB97M-V def2-TZVPD def2/J DEFGRID3
* xyz 0 1
C -1.00860 -0.97603 0.25431
C 0.11999 1.29706 -1.62085
C -0.06742 0.13485 2.40988
N -1.11504 0.46801 -0.02661
C 0.07947 -0.23382 0.94707
N 0.36414 0.33210 -2.51359
O 1.60098 -1.15435 -0.57480
N 1.37802 -0.14411 0.48433
H 2.51456 -1.40638 -0.39110
H -1.96202 0.83875 0.39687
H 1.03689 -0.37544 -2.17278
H -0.44231 -0.05838 -2.98310
H -1.78514 -1.40521 0.88607
H -0.72407 -1.59518 -0.59093
H 0.96286 1.59109 -1.00838
H -0.68434 1.98987 -1.83616
H 0.51316 -0.55833 3.02207
H 0.32859 1.13938 2.57635
H -1.10972 0.11613 2.74136
*
```

Record 2
A single C4H11N3O molecule at a distorted geometry. Source: OMol25; level of theory: ωB97M-V/def2-TZVPD.

Orbital gap: 9.69 eV
DFT total energy: -10843.940 eV
Relative energy (zero: lowest compared OMol25 entry of this formula, charge and spin): 1.271 eV
Structure (SMILES): [H]/N=C/NC[C@@H](N)CO

```
! RIJCOSX wB97M-V def2-TZVPD def2/J DEFGRID3
* xyz 0 1
C -0.79444 0.26423 -0.36157
C -2.03223 0.41197 0.52798
C 0.36644 1.01410 0.27881
C 2.52446 -0.04256 -0.12578
H 0.02937 -1.46837 0.22153
H -0.01751 -1.36154 -1.37250
H -1.01515 0.72359 -1.32915
H -2.32588 1.49625 0.54407
H -1.84758 0.15794 1.58284
H -2.68178 -1.05547 -0.46367
H 0.44096 0.56308 1.27505
H 0.07024 2.04820 0.39190
H 1.93270 1.66150 -1.02339
H 3.49477 0.08572 -0.60488
H 3.09132 -1.56790 0.80849
N -0.56809 -1.18057 -0.55143
N 1.62602 0.89076 -0.45103
N 2.26620 -0.95415 0.72503
O -3.10321 -0.30773 -0.00061
*
```

Record 3
2 unconnected molecules or ions with the total composition C4H11N3O. Source: OMol25; level of theory: ωB97M-V/def2-TZVPD.

Orbital gap: 9.82 eV
DFT total energy: -10844.398 eV
Relative energy (zero: lowest compared OMol25 entry of this formula, charge and spin): 0.813 eV
Structure (SMILES): [H]/N=C/NC.CC(N)=O

```
! RIJCOSX wB97M-V def2-TZVPD def2/J DEFGRID3
* xyz 0 1
C 2.02110 1.77475 1.27987
N 0.62428 1.40857 1.22764
C 0.01869 0.61619 2.14792
N -1.15437 0.15233 1.99527
H 2.15678 2.81128 0.97110
H 2.37350 1.68621 2.30704
H 2.64416 1.15201 0.63204
H 0.10155 1.61497 0.39480
H 0.62211 0.42543 3.03611
H -1.41457 -0.35541 2.83245
C 0.05990 -1.77023 -2.09318
C -1.43614 -1.56507 -1.96075
N -1.81201 -0.26019 -1.72984
O -2.24718 -2.45564 -2.06015
H 0.49609 -0.98659 -2.70771
H 0.26563 -2.74308 -2.52479
H 0.49142 -1.72131 -1.09071
H -2.70857 -0.14404 -1.28081
H -1.10234 0.35983 -1.37628
*
```

Record 4
A single C4H11N3O molecule at a distorted geometry. Source: OMol25; level of theory: ωB97M-V/def2-TZVPD.

Orbital gap: 10.27 eV
DFT total energy: -10844.228 eV
Relative energy (zero: lowest compared OMol25 entry of this formula, charge and spin): 0.983 eV
Structure (SMILES): C[C@H](N)C(=O)NCN

```
! RIJCOSX wB97M-V def2-TZVPD def2/J DEFGRID3
* xyz 0 1
O 1.41850 1.54858 0.20075
C 0.57048 0.67357 0.16071
N 0.59446 -0.26132 1.18736
C -0.62944 -0.96620 1.66880
N -0.59908 -2.39710 1.46245
C -0.41493 0.41938 -1.00136
C 0.33048 -0.32217 -2.11632
N -1.08989 1.65873 -1.39702
H 1.31563 0.01863 1.87120
H -0.60350 -0.77193 2.73227
H -1.56629 -0.59040 1.24549
H 0.33712 -2.79739 1.45993
H -1.07743 -2.69760 0.61991
H -1.21299 -0.22054 -0.62802
H 0.84422 -1.15735 -1.69581
H -0.38356 -0.73470 -2.80804
H 0.99161 0.31682 -2.72548
H -0.62833 2.05407 -2.20926
H -0.87935 2.33924 -0.65777
*
```

Record 5
2 unconnected molecules or ions with the total composition C4H11N3O at a distorted geometry. Source: OMol25; level of theory: ωB97M-V/def2-TZVPD.

Orbital gap: 9.92 eV
DFT total energy: -10841.900 eV
Relative energy (zero: lowest compared OMol25 entry of this formula, charge and spin): 3.312 eV
Structure (SMILES): CNCN=C=N.CO

```
! RIJCOSX wB97M-V def2-TZVPD def2/J DEFGRID3
* xyz 0 1
C 1.23235 0.93176 -0.37146
C -1.30307 -0.82141 1.86436
C -0.46795 2.10359 -1.61136
N 0.08200 0.81218 -1.23991
C 1.29055 -1.45359 0.05265
N 0.96164 -2.66871 0.14911
O -1.05933 -1.36714 0.59333
N 1.73997 -0.34571 0.04478
H -0.61960 0.22903 -0.78405
H -0.38339 -2.33240 0.58183
H 1.42827 -3.38273 -0.39219
H 2.03425 1.45223 -0.90651
H 1.02792 1.50140 0.55570
H -1.55612 0.24167 1.77029
H -0.42792 -0.90415 2.52432
H -2.14435 -1.32874 2.35489
H -1.35003 1.94661 -2.23019
H 0.26529 2.65482 -2.20460
H -0.75047 2.73130 -0.75100
*
```

Record 6
A single C4H11N3O molecule at a distorted geometry. Source: OMol25; level of theory: ωB97M-V/def2-TZVPD.

Orbital gap: 7.93 eV
DFT total energy: -10842.484 eV
Relative energy (zero: lowest compared OMol25 entry of this formula, charge and spin): 2.727 eV

```
! RIJCOSX wB97M-V def2-TZVPD def2/J DEFGRID3
* xyz 0 1
C 1.16619 -0.97141 1.64172
C 0.83224 0.14559 0.71882
N 1.77058 0.99092 0.31826
N -0.81546 1.78815 -0.02991
C -0.52949 0.40981 0.26776
H 2.74429 0.72909 0.37644
H 1.45121 1.73704 -0.29576
H -0.89559 2.36820 0.79919
H -1.68017 1.83515 -0.56244
H -1.26909 -0.07157 0.91156
H 1.02604 -0.63274 2.67533
H 2.19529 -1.31173 1.50923
H 0.50681 -1.81114 1.42385
N -1.88437 -0.82202 -1.62000
C -0.51082 -0.56810 -1.25010
O 0.28136 -1.58606 -1.06770
H -2.07687 -0.72151 -2.60928
H -2.17901 -1.72330 -1.25636
H -0.13314 0.21564 -1.95061
*
```

Record 7
A single C4H11N3O molecule at a distorted geometry. Source: OMol25; level of theory: ωB97M-V/def2-TZVPD.

Orbital gap: 9.76 eV
DFT total energy: -10843.000 eV
Relative energy (zero: lowest compared OMol25 entry of this formula, charge and spin): 2.211 eV
Structure (SMILES): CNCCNC(N)=O

```
! RIJCOSX wB97M-V def2-TZVPD def2/J DEFGRID3
* xyz 0 1
C 1.52125 0.19133 -0.54084
N 1.22365 -0.69912 -1.61680
C 0.08348 -1.57884 -1.40861
N 0.14946 -2.34997 -0.22350
O -0.84618 -1.51616 -2.17225
C 0.25820 1.12749 -0.04319
N -0.69664 0.39290 0.85906
C -1.37999 1.27012 1.72593
H 2.17565 0.87823 -1.06557
H 1.98273 -0.41056 0.22497
H 1.17280 -0.20187 -2.53391
H -0.74975 -2.94179 -0.11562
H 0.64211 -1.84772 0.46699
H 0.76930 1.91569 0.47072
H -0.35976 1.47994 -0.91342
H -1.21803 -0.18925 0.30114
H -0.72197 1.47348 2.67282
H -1.85685 2.25389 1.46220
H -2.14946 0.75222 2.44990
*
```

Record 8
2 unconnected molecules or ions with the total composition C4H11N3O2 at a distorted geometry. Source: OMol25; level of theory: ωB97M-V/def2-TZVPD.

Orbital gap (alpha / beta): 1.83 / 8.95 eV
DFT total energy: -12889.865 eV
Relative energy (zero: lowest compared OMol25 entry of this formula, charge and spin): 2.353 eV
⟨S²⟩: 0.75

```
! RIJCOSX wB97M-V def2-TZVPD def2/J DEFGRID3
* xyz -1 2
C 2.77306 2.49121 0.41131
C 0.81332 1.49597 -0.46911
N 1.82636 1.40194 0.29398
N 0.21174 2.66535 -0.88361
N 0.24866 0.35097 -0.97773
H 0.43415 -2.75027 0.96120
H 2.55197 3.19074 1.22947
H 2.85676 3.06811 -0.51310
H 0.42966 3.46331 -0.32085
H -0.18794 2.72986 -1.80096
H 0.61563 -0.48479 -0.55353
H -0.70286 0.45189 -1.27619
H 3.73895 2.02575 0.62330
C -2.63939 -1.85695 1.04152
C -1.40062 -2.20258 0.30346
O -0.53153 -2.83056 1.11008
O -1.26950 -2.05867 -0.88502
H -3.21024 -1.00265 0.64552
H -2.77467 -1.97863 2.10719
H -3.45026 -2.51132 0.64021
*
```